[1]
Computed, not measured: a 3-piece molecular cluster, C2HN3O2 overall, with wB97M-V/def2-TZVPD.

**HOMO level (alpha / beta)**: -5.443 / -12.272 eV
**Energy relative to the best compared isomer or geometry (same formula, charge and spin)**: 0.00 kJ/mol

ORCA input file:
```
! RIJCOSX wB97M-V def2-TZVPD def2/J DEFGRID3
* xyz 0 3
C 1.945 -2.339 0.481
C -3.070 -0.065 0.099
N 2.418 0.171 0.103
N 3.311 -0.253 -0.398
N 1.025 -2.925 0.086
O -2.254 -0.808 -0.187
O -3.841 0.730 0.366
H 0.182 -3.482 0.032
*
```

---

[2]
Computed, not measured: an isolated molecule of C2HN3O2S, with wB97M-V/def2-TZVPD.

**HOMO level**: -9.702 eV
**Structure (SMILES)**: [O-][N+](=S)c1ncon1
**Energy relative to the best compared isomer or geometry (same formula, charge and spin)**: 491.74 kJ/mol

ORCA input file:
```
! RIJCOSX wB97M-V def2-TZVPD def2/J DEFGRID3
* xyz 0 1
C -0.324 -0.083 0.032
C 1.742 0.169 -0.009
H 2.806 0.590 0.141
N -1.650 0.314 -0.092
N 0.650 0.899 0.022
N 0.207 -1.331 -0.056
O -1.999 1.620 -0.028
O 1.539 -1.193 -0.030
S -2.970 -0.984 0.019
*
```

---

[3]
Computed, not measured: an isolated molecule of C2HN3OS, with wB97M-V/def2-TZVPD.

**HOMO level**: -11.435 eV
**Structure (SMILES)**: N#CS(=N)(=O)C#N
**Energy relative to the best compared isomer or geometry (same formula, charge and spin)**: 450.12 kJ/mol

ORCA input file:
```
! RIJCOSX wB97M-V def2-TZVPD def2/J DEFGRID3
* xyz 0 1
C -2.148 -1.244 -1.130
C 0.405 -1.970 -1.331
N -3.209 -1.639 -1.266
N 1.042 -2.915 -1.374
N -0.408 0.013 0.344
O -0.602 0.539 -2.605
S -0.564 -0.508 -1.061
H 0.228 0.763 0.535
*
```

---

[4]
Computed, not measured: a 2-piece molecular cluster, C2HN3S2 overall, with wB97M-V/def2-TZVPD.

**HOMO level**: -8.981 eV
**Structure (SMILES)**: N#CC#N.S=NS
**Energy relative to the best compared isomer or geometry (same formula, charge and spin)**: 80.32 kJ/mol

ORCA input file:
```
! RIJCOSX wB97M-V def2-TZVPD def2/J DEFGRID3
* xyz 0 1
C 2.722 2.088 1.840
C 3.282 1.323 0.903
N 1.969 2.637 2.480
N 3.998 0.690 0.282
N 0.329 1.565 -0.493
S 0.145 0.531 0.740
S -0.252 1.366 -2.001
H -0.602 -0.409 0.079
*
```

---

[5]
Computed, not measured: an isolated ion of composition C2HN4S2 and charge +1, with wB97M-V/def2-TZVPD.

**HOMO level (alpha / beta)**: -13.408 / -13.870 eV

ORCA input file:
```
! RIJCOSX wB97M-V def2-TZVPD def2/J DEFGRID3
* xyz 1 1
C -0.957 0.615 -0.907
C 1.156 -0.857 -0.020
N -2.781 2.094 -1.156
N -0.245 0.205 1.573
N -1.920 1.358 -1.101
N 0.711 -0.444 1.275
S 2.510 -1.755 -0.217
S 0.161 -0.422 -1.452
H 1.365 -0.794 2.006
*
```

---

[6]
Computed, not measured: an isolated molecule of C2HN5O, with wB97M-V/def2-TZVPD.

**HOMO level**: -9.531 eV
**Structure (SMILES)**: O=c1nncnnn1
**Energy relative to the best compared isomer or geometry (same formula, charge and spin)**: 414.74 kJ/mol

ORCA input file:
```
! RIJCOSX wB97M-V def2-TZVPD def2/J DEFGRID3
* xyz 0 1
C 1.256 -0.226 -0.102
C -1.110 -0.202 0.496
H -2.112 -0.303 1.209
N 0.360 -1.176 -0.968
N -0.776 -1.162 -0.569
N -0.769 1.000 0.473
N 0.087 1.521 -0.728
N 1.175 1.016 -0.631
O 1.889 -0.467 0.820
*
```

---

[7]
Computed, not measured: an isolated molecule of C2HNO3, with wB97M-V/def2-TZVPD.

**HOMO level**: -11.309 eV
**Structure (SMILES)**: O=c1ocno1
**Energy relative to the best compared isomer or geometry (same formula, charge and spin)**: 209.52 kJ/mol

ORCA input file:
```
! RIJCOSX wB97M-V def2-TZVPD def2/J DEFGRID3
* xyz 0 1
C 0.468 0.964 -0.300
C -0.281 -0.992 0.220
H -0.089 -2.073 0.691
N -1.322 -0.393 0.083
O 1.163 1.997 -0.269
O 0.852 -0.399 -0.142
O -0.791 0.896 -0.283
*
```

---

[8]
Computed, not measured: an isolated molecule of C2HNO3S, with wB97M-V/def2-TZVPD.

**HOMO level**: -9.746 eV
**Structure (SMILES)**: O=C=NC(=O)OS
**Energy relative to the best compared isomer or geometry (same formula, charge and spin)**: 78.28 kJ/mol

ORCA input file:
```
! RIJCOSX wB97M-V def2-TZVPD def2/J DEFGRID3
* xyz 0 1
C 3.996 0.258 0.062
C 1.778 -0.849 0.217
N 3.132 -0.586 -0.044
O 4.892 0.985 -0.005
O 1.219 -1.916 0.103
O 1.218 0.386 0.546
S -0.399 0.306 1.024
H -0.443 1.638 1.425
*
```

---

[9]
Computed, not measured: a 2-piece molecular cluster, C2HNO4 overall, with wB97M-V/def2-TZVPD.

**HOMO level**: -10.347 eV
**Structure (SMILES)**: O=C=NO.O=C=O
**Energy relative to the best compared isomer or geometry (same formula, charge and spin)**: 110.45 kJ/mol

ORCA input file:
```
! RIJCOSX wB97M-V def2-TZVPD def2/J DEFGRID3
* xyz 0 1
C -2.429 0.575 -0.683
C 1.448 0.473 -0.049
N 1.095 -0.645 0.036
O -1.784 1.351 -1.164
O 1.635 1.579 -0.358
O 1.139 -1.620 0.988
O -3.050 -0.245 -0.181
H 1.945 -1.468 1.409
*
```

---

[10]
Computed, not measured: C2HNOS as an isolated structure, with wB97M-V/def2-TZVPD.

**HOMO level**: -9.307 eV
**Energy relative to the best compared isomer or geometry (same formula, charge and spin)**: 290.39 kJ/mol

ORCA input file:
```
! RIJCOSX wB97M-V def2-TZVPD def2/J DEFGRID3
* xyz 0 1
C -1.016 0.402 -1.817
C -1.869 -0.237 -0.826
N -0.631 0.204 -0.440
O -0.580 0.687 -2.860
S -3.191 -0.871 -0.156
H 0.306 -0.387 0.290
*
```

---

[11]
Computed, not measured: a 2-piece molecular cluster, C2HNOS2 overall, with wB97M-V/def2-TZVPD.

**HOMO level (alpha / beta)**: 1.678 / -0.746 eV
**Energy relative to the best compared isomer or geometry (same formula, charge and spin)**: 221.59 kJ/mol

ORCA input file:
```
! RIJCOSX wB97M-V def2-TZVPD def2/J DEFGRID3
* xyz -2 1
C 0.298 0.813 -1.646
C -0.401 -1.098 2.083
N 0.820 -0.241 -1.269
O 0.783 -0.814 2.022
S -1.536 -1.836 2.954
S 0.708 1.950 -3.035
H -0.673 1.226 -1.108
*
```

---

[12]
Computed, not measured: a 2-piece molecular cluster, C2HNOS2 overall, with wB97M-V/def2-TZVPD.

**HOMO level (alpha / beta)**: -8.842 / -8.842 eV
**Structure (SMILES)**: C#[N+][S-].O=C=S
**Energy relative to the best compared isomer or geometry (same formula, charge and spin)**: 76.93 kJ/mol

ORCA input file:
```
! RIJCOSX wB97M-V def2-TZVPD def2/J DEFGRID3
* xyz 0 1
C -0.711 -1.135 -1.663
C -3.471 2.541 0.666
N -1.399 -1.227 -0.700
O -3.467 2.956 1.743
S -3.366 1.871 -0.717
S -2.641 -1.277 0.238
H 0.115 -1.563 -2.105
*
```